C23H44Br4O18 | wB97M-V/def2-TZVPD

Geometry as XYZ:
```
89
Properties=species:S:1:pos:R:3:mulliken_charge:R:1
C 4.68071 2.08104 -4.41590 -1.562
C 3.37834 2.17766 -3.60558 0.627
C 2.35694 1.12437 -3.89032 -0.321
O 2.06304 0.56654 -2.68037 -0.121
C 2.84999 1.15625 -1.76772 0.453
O 2.69596 0.89333 -0.59471 -0.548
O 3.65061 2.07830 -2.25506 -0.326
H 4.25325 2.03091 -5.41734 0.409
H 5.29294 1.20066 -4.22047 0.345
H 5.27900 2.98461 -4.29877 0.367
H 2.94692 3.17615 -3.67617 0.139
H 2.81516 0.42021 -4.58479 0.343
H 1.53398 1.61042 -4.41434 0.176
Br -4.95109 1.20384 2.12661 -0.183
C -5.77039 -0.58757 2.52566 -0.386
C -4.60435 -1.36505 3.20728 -0.571
Br -5.23409 -3.14508 3.94024 -0.186
H -6.22360 -0.85282 1.57049 0.360
H -6.57375 -0.37979 3.23245 0.358
H -4.07290 -0.75118 3.93448 0.360
H -3.82668 -1.59787 2.47987 0.246
Br 0.99192 -0.21119 2.30268 -0.141
C -0.91887 0.07983 1.58091 -0.130
C -0.84876 0.39006 0.09547 -0.234
Br -2.59144 0.74184 -0.85411 -0.119
H -1.33428 0.86904 2.20755 0.092
H -1.48521 -0.81949 1.82292 0.270
H -0.22322 -0.40118 -0.31774 0.074
H -0.18451 1.25355 0.06004 0.267
C 0.58972 4.15328 -1.66287 -0.506
O -0.41520 3.97126 -2.69949 -0.272
C -0.11792 4.19092 -3.95440 0.901
O 0.95531 4.62022 -4.44961 -0.615
O -1.31720 4.11878 -4.60838 -0.274
C -1.34939 4.61306 -5.95507 -0.828
H 0.92872 3.18606 -1.29183 -0.029
H 0.24835 4.68443 -0.77436 0.338
H 1.42949 4.77140 -1.98038 0.366
H -0.32642 4.62704 -6.33115 0.350
H -1.61260 5.66708 -5.86632 0.318
H -2.05022 4.14757 -6.64807 0.261
C 3.13581 -7.10139 -0.51134 -0.723
O 2.70598 -5.74622 -0.89033 -0.319
C 1.92530 -5.05528 0.01664 0.688
O 1.49205 -5.45196 1.10140 -0.585
O 1.46482 -3.91381 -0.62132 -0.242
C 0.35588 -3.16932 -0.01703 -0.105
H 2.51932 -7.66149 0.19174 0.312
H 4.09815 -7.23111 -0.01621 0.301
H 3.39702 -7.57644 -1.45696 0.294
H 0.71717 -2.83879 0.95679 0.061
H -0.48961 -3.85407 -0.08315 0.319
H 0.05440 -2.36081 -0.68300 -0.020
C -1.84206 3.33302 4.05156 -0.647
O -0.79723 2.48918 4.42074 -0.170
C 0.34298 2.92413 4.89583 0.704
O 0.78264 4.12858 4.74106 -0.642
O 1.00479 1.85142 5.36749 -0.127
C 2.35925 1.98029 5.78110 -0.806
H -2.44958 2.85348 3.28406 0.077
H -1.46757 4.30304 3.72460 0.374
H -2.49456 3.48800 4.91082 0.295
H 3.01978 1.12416 5.64388 0.246
H 2.27133 2.26378 6.82991 0.333
H 2.92208 2.75962 5.26730 0.357
C -0.73199 -1.60346 7.15101 -0.616
O -0.14057 -2.53326 6.25571 -0.339
C -0.51680 -2.47994 4.95746 0.691
O -1.55770 -1.85507 4.55860 -0.503
O 0.14196 -3.32930 4.13329 -0.178
C 1.44168 -3.76572 4.18818 -0.539
H -1.64495 -1.99176 7.60248 0.297
H -1.04084 -0.65192 6.71826 0.193
H -0.07306 -1.33662 7.97727 0.292
H 1.61347 -4.45033 5.01878 0.347
H 2.11877 -2.92140 4.31769 0.316
H 1.73992 -4.29046 3.28054 0.059
C -0.50110 -2.48911 -6.36963 -0.611
O -1.68274 -1.67342 -6.08281 -0.371
C -1.89875 -0.98677 -4.91570 0.772
O -1.36079 -1.22576 -3.81739 -0.509
O -2.66421 0.07954 -5.09919 -0.342
C -2.67069 1.12093 -4.05989 -0.379
H -0.05229 -2.87881 -5.45596 0.279
H 0.29587 -1.95206 -6.88393 0.263
H -0.71871 -3.37399 -6.96773 0.264
H -3.36254 0.93718 -3.23790 0.202
H -3.00564 2.11506 -4.35589 0.257
H -1.66480 1.32029 -3.69037 0.111
```

As for the gap between HOMO and LUMO: 10.14 eV. The multiplicity is 1. Its SMILES is C[C@H]1COC(=O)O1.COC(=O)OC.COC(=O)OC.COC(=O)OC.COC(=O)OC.COC(=O)OC.BrCCBr.BrCCBr. The total energy comes out at -12553.03731 Ha. As for the energy relative to the best compared isomer or geometry (same formula, charge and spin): 116.4 kJ/mol.

***

C23H44BrN6S | wB97M-V/def2-TZVPD

Geometry as XYZ:
```
75
Properties=species:S:1:pos:R:3:mulliken_charge:R:1
C 4.48826 -1.81263 -3.20488 -0.842
C 3.25117 -1.35420 -2.19461 -0.417
C 2.15883 -0.57071 -3.16949 -0.343
Br 1.46787 1.09420 -2.30423 -0.033
S 0.85178 -1.83366 -3.62349 0.152
N -0.78070 -1.24153 -3.25095 -0.423
H 5.19273 -0.87535 -3.40814 0.194
H 5.06441 -2.71110 -2.72488 0.365
H 3.95445 -2.19402 -4.19983 0.237
H 3.67880 -0.66491 -1.34471 0.382
H 2.73993 -2.34447 -1.78667 0.305
H 2.72923 -0.23025 -4.15701 0.425
H 0.97389 -2.03150 -5.03624 0.293
H -0.89326 -1.19119 -2.19437 0.323
H -1.42338 -2.04370 -3.52105 0.367
C -0.88325 3.47563 2.74503 -1.105
C 0.04911 2.84460 1.71907 -0.559
C -0.37589 1.43528 1.30674 0.267
C -0.29645 0.48010 2.41973 0.204
N -0.23963 -0.27261 3.30154 -0.505
H -0.88418 2.91458 3.68468 0.263
H -0.56004 4.49733 2.96843 0.375
H -1.91011 3.51898 2.36813 0.313
H 1.06964 2.83059 2.11971 0.331
H 0.06492 3.48067 0.82600 0.334
H 0.27952 1.09242 0.49706 -0.222
H -1.39421 1.45463 0.90367 0.211
C -6.26514 -0.65908 -4.20720 -1.155
C -5.20327 0.30726 -4.71584 -0.506
C -3.99217 0.41228 -3.78900 -0.028
C -4.33578 0.99486 -2.48518 0.212
N -4.60955 1.44927 -1.45273 -0.420
H -6.68923 -0.32428 -3.25547 0.350
H -7.08478 -0.73096 -4.92920 0.335
H -5.84839 -1.66140 -4.06558 0.300
H -5.65529 1.29543 -4.86206 0.315
H -4.86231 -0.03710 -5.69950 0.306
H -3.23375 1.04145 -4.27031 0.321
H -3.54162 -0.57624 -3.64887 -0.033
C -1.68821 -3.01211 4.37075 -0.881
C -1.07226 -4.14010 3.55324 -0.363
C -1.83529 -5.45889 3.67739 -0.440
C -1.78564 -6.00657 5.03938 0.227
N -1.75138 -6.43526 6.11754 -0.407
H -1.66164 -3.23269 5.44237 0.351
H -1.13192 -2.08337 4.20881 0.144
H -2.72934 -2.83956 4.07979 0.319
H -0.02762 -4.27675 3.85696 0.296
H -1.06196 -3.83973 2.49869 0.271
H -1.39504 -6.18707 2.98555 0.290
H -2.87707 -5.31865 3.36941 0.280
C -4.09491 1.76260 4.85662 -0.981
C -4.82945 2.70968 5.79661 -0.471
C -4.65548 4.18194 5.42378 -0.408
C -3.26431 4.63234 5.56233 0.273
N -2.16347 4.98563 5.66581 -0.463
H -3.01238 1.91868 4.89541 0.230
H -4.29121 0.72384 5.14068 0.331
H -4.42647 1.90038 3.82247 0.297
H -4.48705 2.53590 6.82362 0.304
H -5.89826 2.46600 5.77036 0.324
H -5.29214 4.78882 6.07882 0.298
H -5.00225 4.35166 4.39871 0.277
C 8.15535 1.71416 -3.05940 -1.091
C 9.08771 1.08314 -4.08536 -0.431
C 8.66271 -0.32619 -4.49769 -0.317
C 8.74215 -1.28137 -3.38470 0.233
N 8.79897 -2.03407 -2.50289 -0.451
H 8.15442 1.15311 -2.11975 0.342
H 8.47856 2.73587 -2.83600 0.335
H 7.12849 1.75752 -3.43630 0.251
H 10.10824 1.06913 -3.68472 0.307
H 9.10352 1.71921 -4.97843 0.307
H 9.31812 -0.66905 -5.30737 0.290
H 7.64439 -0.30684 -4.90076 0.235
```

As for the gap between HOMO and LUMO: 7.69 eV. The multiplicity is 1. The total energy comes out at -4203.07499 Ha. The charge is +1.